(1)
This record from OMol25 describes 21 unconnected molecules or ions with the total composition C2H44O22. The level of theory is ωB97M-V/def2-TZVPD.

Structure (XYZ):
```
68
Properties=species:S:1:pos:R:3:forces:R:3:nbo_charge:R:1
O 1.035317 1.388328 0.104800 -1.59 -0.42 0.74 -0.989
C 0.338349 0.199314 0.541123 1.02 2.41 -0.80 -0.093
C -0.560368 -0.240951 -0.521334 -1.91 0.15 -0.89 -0.068
O -1.288926 -1.369915 -0.252481 0.73 -0.79 0.85 -1.005
H -0.084590 0.366905 1.506351 -1.05 0.12 0.48 0.166
H 1.055842 -0.513295 0.697214 1.79 -2.29 0.59 0.149
H -0.075778 -0.442757 -1.498625 1.00 0.77 0.95 0.125
H -1.308434 0.556935 -0.633538 0.46 0.57 -0.67 0.138
O -2.950022 -3.237105 0.074100 -2.52 -1.68 -0.47 -0.984
H -2.258172 -2.599397 0.052722 1.09 1.08 -0.06 0.500
H -3.683079 -2.825421 -0.429127 0.76 -0.13 0.60 0.459
O -1.563561 -1.385852 2.587070 1.95 0.12 -0.47 -0.989
H -1.479474 -1.282104 1.605393 -0.65 -0.32 0.32 0.512
H -2.456595 -1.352342 2.858739 -1.52 0.06 -0.16 0.478
O 2.608655 -0.267035 2.709660 2.37 0.34 1.23 -0.986
H 2.283137 0.589067 2.483183 -0.62 1.08 -0.49 0.490
H 2.035097 -0.969199 2.508219 -1.42 -1.12 -0.07 0.470
O -0.822856 -2.835819 -2.392518 0.37 -1.04 -0.87 -1.008
H -0.996937 -2.150577 -1.726392 -0.74 0.12 0.69 0.506
H -1.657572 -3.312163 -2.507003 0.33 0.32 0.29 0.479
O 3.309178 2.911839 0.426115 0.81 -0.33 0.43 -0.962
H 3.233587 3.740856 -0.022370 -0.38 0.61 -0.36 0.453
H 2.565652 2.372756 0.127638 0.00 -0.12 0.05 0.496
O 2.980601 -0.094550 -0.532951 1.13 0.94 0.63 -0.976
H 2.605044 -0.873660 -0.863081 -0.40 -1.83 -1.02 0.452
H 2.178088 0.373291 -0.239298 0.73 0.90 -0.11 0.477
O -1.038536 2.923963 0.220328 -1.88 0.89 -0.98 -0.996
H -1.128417 3.144043 1.123089 -0.01 0.91 1.81 0.465
H -0.334091 2.280897 0.289801 1.62 -1.17 -0.69 0.503
O 1.263710 2.265541 2.541143 -0.28 0.41 -0.81 -1.015
H 0.655746 1.604399 2.883713 -0.37 0.00 0.79 0.472
H 1.106904 2.174034 1.555433 0.84 0.14 0.74 0.489
O 1.272067 -2.667430 3.124596 0.06 0.91 2.11 -0.962
H 0.883540 -2.815205 2.289798 -1.08 -0.72 -1.84 0.496
H 1.943788 -3.324814 3.220718 0.75 -0.41 -0.10 0.462
O 3.554309 -2.559386 1.170112 0.26 -0.55 -0.01 -0.937
H 3.215373 -3.382023 0.815521 -0.15 -0.18 -0.08 0.440
H 2.846187 -1.929384 0.994881 0.32 0.48 -0.07 0.491
O -3.837734 2.438607 0.368987 0.27 0.66 0.24 -0.960
H -4.298320 3.229823 0.094933 -0.37 0.31 0.00 0.466
H -2.908632 2.744615 0.446502 0.21 -0.35 -0.12 0.511
O 0.191557 -3.407115 0.667090 1.33 -2.58 -0.22 -0.989
H -0.037057 -2.605738 0.197772 -0.81 0.80 -0.73 0.504
H 0.489472 -4.093420 0.001867 -0.73 1.52 1.14 0.465
O 1.767976 -2.305642 -1.703355 0.45 -1.23 0.24 -0.969
H 0.985066 -2.859466 -1.815441 -0.85 0.23 -0.36 0.508
H 2.471880 -2.958511 -1.807135 0.31 0.43 0.01 0.473
O 1.668744 -0.299863 -3.549961 0.12 -0.74 -0.68 -1.011
H 1.380737 0.528791 -3.152387 0.06 0.43 0.09 0.489
H 1.647003 -0.946647 -2.833769 0.18 0.09 -0.29 0.471
O 1.254541 4.530833 -1.161246 0.41 1.70 0.12 -0.957
H 0.821592 3.693504 -1.191053 -0.38 -0.96 0.14 0.486
H 1.878750 4.496646 -1.886718 0.08 -0.24 -0.18 0.463
O -0.273162 0.513212 4.031195 1.05 0.69 1.29 -1.003
H 0.548442 0.140529 4.432916 -1.01 0.08 -0.87 0.490
H -0.671641 -0.128406 3.436160 -0.15 -1.06 -0.14 0.506
O -3.551292 -0.233745 0.032459 -0.01 0.15 -0.11 -1.009
H -2.646660 -0.583994 -0.173785 -0.46 -0.70 0.17 0.492
H -3.430792 0.714359 -0.053282 -0.49 -0.21 0.26 0.455
O -1.539072 0.031853 -3.273439 1.07 -0.48 0.68 -0.984
H -2.159513 0.608904 -2.812140 -0.01 0.01 0.02 0.482
H -0.837378 -0.184045 -2.585369 -1.61 0.61 -2.07 0.463
O -3.244341 1.916066 -2.268648 1.14 -1.02 0.35 -0.957
H -3.771982 2.487221 -2.767664 -1.16 1.27 -1.23 0.459
H -3.487475 2.043849 -1.351569 -0.18 0.02 0.50 0.486
O 1.085036 1.935315 -2.325151 -1.03 1.61 -1.49 -0.990
H 0.236385 2.386974 -2.506164 0.44 -0.58 -0.35 0.461
H 0.985105 1.703705 -1.384344 0.32 -0.67 1.29 0.498
```
Positions in Å, forces in eV/Å.

## Properties
- gap between HOMO and LUMO (eV) = 7.886
- strongest force on any atom (hartree/bohr) = 0.05962
- M (g/mol) = 420.35
- energy above the lowest of the compared OMol25 structures with the same formula, charge and spin (kcal/mol) = 52.02
- charge = -2
- electronic energy (hartree) = -1757.89660
- spin multiplicity = 1

=====

(2)
This record from OMol25 describes a molecular structure, C52H45BBr2CsN11OS. The level of theory is ωB97M-V/def2-TZVPD.

Structure (XYZ):
```
114
Properties=species:S:1:pos:R:3:forces:R:3:lowdin_charge:R:1
Cs -0.794713 1.329292 0.243992 0.42 -0.58 -0.61 0.897
C -3.374411 -4.235629 3.366057 0.05 0.05 -0.04 -0.032
C -3.069867 -2.803138 3.062804 -0.04 0.06 -0.01 -0.278
C -3.807859 -1.708310 3.444819 0.01 0.03 0.03 0.003
C -3.101461 -0.600786 2.934992 -0.04 -0.18 0.05 -0.256
N -2.012120 -1.007439 2.290828 -0.04 0.27 -0.09 0.117
N -2.000848 -2.351595 2.356133 0.10 -0.20 0.15 0.027
B -0.893953 -3.266753 1.750441 0.03 0.21 -0.13 -0.477
N 0.527643 -2.937009 2.281808 -0.11 -0.15 0.17 0.030
N 1.242761 -1.854054 1.937649 0.07 0.05 -0.14 0.155
C 2.424147 -1.974845 2.529860 -0.08 -0.08 0.13 -0.261
C 2.469755 -3.153464 3.304485 0.07 0.00 -0.07 0.005
C 1.241659 -3.741984 3.111746 0.02 0.07 0.01 -0.282
C 0.745214 -5.025995 3.694560 -0.01 0.05 -0.03 -0.038
C 3.479668 -0.970752 2.341446 0.03 0.09 -0.02 -0.173
C 3.277216 0.118882 1.496326 -0.04 -0.03 0.06 -0.077
C 4.260536 1.080842 1.330599 0.06 0.03 0.01 -0.079
C 5.472478 0.971019 1.998677 -0.02 -0.02 0.01 -0.101
C 5.687903 -0.112878 2.842417 -0.01 -0.01 0.02 -0.109
C 4.700868 -1.072616 3.012764 0.02 0.03 0.00 -0.053
N -0.913113 -3.362548 0.207333 -0.09 -0.19 0.10 0.023
N -0.437723 -2.415710 -0.627749 0.08 0.17 -0.11 0.152
C -0.559271 -2.895541 -1.859676 -0.08 -0.16 0.08 -0.242
C -1.127849 -4.187582 -1.824693 0.02 0.02 -0.03 0.005
C -1.336319 -4.448525 -0.493958 0.04 0.03 -0.07 -0.283
C -1.916218 -5.695887 0.091074 0.03 0.05 0.03 -0.037
C -0.113209 -2.165428 -3.057818 0.05 0.05 -0.03 -0.151
C 0.480399 -0.911566 -2.964465 -0.01 -0.04 0.01 -0.073
C 0.924228 -0.247960 -4.096102 0.03 0.01 -0.01 -0.082
C 0.778067 -0.820811 -5.350412 -0.01 -0.01 0.02 -0.119
C 0.169993 -2.064801 -5.460699 0.01 0.01 -0.02 -0.104
C -0.269519 -2.727414 -4.325655 0.01 -0.01 -0.03 -0.039
C -3.483956 0.815585 3.064431 0.03 -0.01 -0.02 -0.156
C -4.804894 1.155992 3.360177 0.00 0.04 -0.01 -0.041
C -5.189990 2.481690 3.485255 0.00 -0.05 0.00 -0.092
C -4.263225 3.500628 3.311985 -0.04 0.01 0.01 -0.080
C -2.947885 3.176346 3.015721 -0.01 0.01 0.01 -0.095
C -2.563658 1.848345 2.898455 -0.17 0.00 0.19 -0.134
H -4.290443 -4.278174 3.955622 0.00 -0.01 0.01 0.073
H -3.526556 -4.816727 2.457845 0.00 -0.04 0.02 0.057
H -2.575483 -4.715124 3.933611 0.00 -0.01 -0.01 0.066
H -4.711641 -1.719658 4.031912 0.00 0.01 -0.01 0.096
H -1.150806 -4.362684 2.153736 0.00 -0.02 -0.01 0.090
H 3.277375 -3.540907 3.904394 0.00 0.00 -0.01 0.091
H 1.523039 -5.448569 4.331199 0.00 0.00 0.01 0.071
H -0.149656 -4.872315 4.299828 0.00 -0.02 -0.01 0.069
H 0.498864 -5.753711 2.920155 -0.01 -0.01 0.01 0.072
H 2.335847 0.214342 0.975406 0.02 0.02 0.01 0.083
H 4.064754 1.928016 0.684339 -0.03 -0.01 0.01 0.103
H 6.241697 1.722833 1.869047 -0.01 0.01 0.00 0.093
H 6.627916 -0.209180 3.373607 0.00 0.00 0.00 0.091
H 4.877754 -1.906142 3.681611 -0.01 -0.01 -0.01 0.097
H -1.357962 -4.849835 -2.643118 0.00 0.02 -0.01 0.092
H -2.099071 -6.404210 -0.717190 0.00 -0.01 0.00 0.072
H -1.245113 -6.162454 0.813980 -0.02 0.00 0.01 0.069
H -2.865942 -5.507667 0.592310 -0.01 -0.01 0.01 0.061
H 0.605048 -0.459573 -1.993866 -0.12 0.02 0.00 0.057
H 1.362240 0.738421 -3.995764 -0.01 0.00 0.01 0.102
H 1.113262 -0.296035 -6.237673 0.00 0.01 0.01 0.092
H 0.026831 -2.514928 -6.436337 0.00 -0.01 0.01 0.090
H -0.748186 -3.692893 -4.432814 0.00 0.00 0.02 0.094
H -5.545054 0.373506 3.471141 0.01 -0.02 -0.01 0.100
H -6.225546 2.717710 3.700094 0.00 0.01 0.00 0.094
H -4.564128 4.538025 3.385457 0.02 0.00 -0.01 0.102
H -2.225522 3.963928 2.846926 0.02 -0.03 -0.04 0.088
H -1.538452 1.597229 2.668026 -0.14 0.02 0.35 -0.032
Br 6.611616 -1.108100 -3.920899 -0.07 0.02 0.05 0.705
C 5.085537 -0.570219 -2.914729 0.14 -0.07 -0.08 -0.665
C 4.358852 -1.512096 -2.216681 -0.06 0.09 0.02 -0.082
C 3.264963 -1.038899 -1.502780 0.05 -0.12 -0.01 -0.109
N 2.908155 0.234487 -1.472366 -0.03 0.12 -0.03 0.125
C 3.609547 1.129742 -2.157652 0.06 -0.29 0.03 -0.218
C 4.730727 0.762402 -2.903078 -0.02 0.12 0.00 -0.063
C 3.122696 2.541296 -2.085418 -0.08 0.21 -0.03 -0.217
C 3.753709 3.577702 -2.770488 0.01 -0.09 0.01 -0.069
C 3.216278 4.844866 -2.652188 0.07 0.14 -0.08 -0.668
Br 4.055699 6.287735 -3.572843 -0.05 -0.07 0.05 0.706
C 2.092946 5.076430 -1.889902 0.00 -0.11 0.01 -0.083
C 1.538252 3.973162 -1.243710 0.03 0.12 -0.02 -0.096
N 2.041442 2.750639 -1.338681 -0.09 -0.16 0.10 0.132
H 4.616337 -2.560434 -2.227542 0.00 0.00 0.01 0.103
H 2.641595 -1.722390 -0.931408 -0.01 0.01 0.01 0.123
H 5.313090 1.481209 -3.458918 0.00 -0.01 -0.01 0.092
H 4.628061 3.414690 -3.381476 0.01 0.01 0.00 0.090
H 1.649099 6.056236 -1.794152 0.00 0.00 0.00 0.107
H 0.648071 4.093417 -0.630758 0.02 0.02 0.00 0.054
C 0.258129 2.856733 4.685729 0.05 -0.10 -0.16 -0.236
S 1.061911 1.692624 3.549377 0.22 0.18 0.69 0.801
C 2.644691 1.772240 4.437039 -0.09 -0.10 -0.18 -0.233
O 1.255718 2.430707 2.274868 0.05 0.13 -0.05 -0.627
H 0.271201 2.436876 5.691240 -0.02 0.00 0.01 0.053
H -0.766973 3.001652 4.360988 0.00 0.01 0.00 0.015
H 0.806297 3.797704 4.637742 0.00 0.00 0.02 0.063
H 2.479070 1.543512 5.489225 0.00 -0.02 0.00 0.051
H 3.029196 2.783929 4.306200 0.00 0.01 0.03 0.063
H 3.327187 1.049432 3.998071 0.02 0.02 -0.01 0.017
N -3.100823 8.208496 1.827803 0.01 -0.03 -0.03 0.020
C -2.836003 7.304536 1.140401 0.18 0.00 0.44 -0.481
N -2.605397 6.350222 0.296253 -0.43 0.11 -0.80 0.034
C -1.908725 5.276497 0.396809 0.34 -0.10 0.48 -0.403
N -1.289009 4.284656 0.418760 -0.13 0.39 -0.04 0.007
C -2.108850 0.866857 -2.407234 -0.25 0.03 -0.43 -0.214
C -2.659992 0.924658 -3.511373 0.02 0.01 0.01 -0.260
C -3.295906 0.990753 -4.786423 0.00 -0.04 0.09 -0.287
C -4.686058 1.166838 -4.900555 0.00 0.01 -0.06 -0.057
C -5.304993 1.230832 -6.138664 0.03 0.00 0.00 -0.125
C -4.562146 1.119775 -7.308849 -0.02 0.00 -0.01 -0.145
C -3.186457 0.942301 -7.215909 0.00 0.00 0.01 -0.121
C -2.563050 0.878156 -5.979938 -0.04 0.00 -0.05 -0.050
H -5.265672 1.254643 -3.990876 0.00 0.00 0.01 0.105
H -6.379320 1.370176 -6.195336 0.00 0.00 0.02 0.085
H -5.047367 1.171953 -8.276746 0.00 0.00 0.00 0.078
H -2.595194 0.851452 -8.121171 0.02 0.00 0.02 0.086
H -1.493680 0.729091 -5.910856 0.00 0.00 0.01 0.089
```
Positions in Å, forces in eV/Å.

## Properties
- gap between HOMO and LUMO (eV) = 5.625
- strongest force on any atom (hartree/bohr) = 0.01828
- M (g/mol) = 1175.60
- energy above the lowest of the compared OMol25 structures with the same formula, charge and spin (kcal/mol) = 25.81
- charge = -2
- electronic energy (hartree) = -8277.42140
- spin multiplicity = 1

=====

spin multiplicity of number 1 (C2H44O22)?
1